1.
Below is 2 unconnected molecules or ions with the total composition C21H29FNO2 in a non-equilibrium geometry, with properties calculated with ωB97M-V/def2-TZVPD.

Geometry as XYZ:
```
54
Properties=species:S:1:pos:R:3:lowdin_charge:R:1
C 2.23570 -2.86749 2.70417 -0.104
C 2.06684 -2.87441 1.15361 -0.263
C 2.89248 -1.75691 0.46548 -0.197
C 2.36440 -1.50924 -0.98004 -0.198
C 2.13471 -0.01118 -1.29696 -0.182
C 1.14244 0.67402 -0.31510 -0.182
C -0.28836 0.11152 -0.49711 -0.097
C -1.08997 -0.05464 0.78134 -0.122
C -0.79028 0.67964 1.92317 0.024
C -1.52372 0.52040 3.09413 0.026
C -2.59250 -0.39116 3.09965 0.000
C -2.85092 -1.08542 1.95278 -0.002
N -2.12150 -0.92957 0.82788 0.038
C -2.51308 -1.78951 -0.30456 -0.098
O -2.09468 -3.10116 0.05195 -0.007
C -2.00052 -3.94112 -1.07470 -0.459
C -0.61608 -4.54803 -1.29749 0.037
O -2.95438 -4.15513 -1.77466 0.156
H 3.17860 -3.36318 2.96591 0.076
H 2.17901 -1.84345 3.09997 0.065
H 1.39735 -3.43699 3.13822 0.069
H 0.98875 -2.77434 0.93160 0.078
H 2.41866 -3.85160 0.78772 0.113
H 3.93490 -2.11177 0.43007 0.117
H 2.91407 -0.83617 1.07066 0.097
H 3.08402 -1.89778 -1.71662 0.115
H 1.44867 -2.11243 -1.11193 0.071
H 3.11083 0.49519 -1.28023 0.122
H 1.70197 0.09243 -2.30686 0.119
H 1.11445 1.72974 -0.63146 0.091
H 1.50949 0.66830 0.71671 0.096
H -0.17726 -0.90158 -0.92589 0.098
H -0.84921 0.67761 -1.26016 0.147
H 0.01820 1.40450 1.94648 0.126
H -1.30785 1.06962 4.00988 0.133
H -3.21180 -0.59869 3.96982 0.131
H -3.67773 -1.79747 1.93624 0.159
H -3.61431 -1.78199 -0.31918 0.156
H -2.11137 -1.45437 -1.26368 0.147
H -0.01712 -3.86397 -1.91538 0.091
H -0.11825 -4.59280 -0.31549 0.079
H -0.69800 -5.55125 -1.72517 0.100
F -0.91830 3.28224 0.14753 0.032
C -0.64913 4.29918 -0.71180 -0.283
C -1.69814 5.00493 -1.26434 -0.018
C -1.42275 6.04654 -2.13887 -0.070
C -0.10707 6.35991 -2.45485 -0.082
C 0.93536 5.63610 -1.89263 -0.071
C 0.66492 4.60004 -1.00936 -0.028
H -2.71703 4.74052 -1.01137 0.118
H -2.23486 6.61354 -2.57408 0.111
H 0.10482 7.17016 -3.14010 0.108
H 1.96023 5.87797 -2.14123 0.110
H 1.46527 4.03071 -0.55367 0.109
```

As for the HOMO-LUMO gap: 7.56 eV. The value obtained for the highest occupied orbital energy is -0.4286 Eh. The spin multiplicity is 1. The net charge is +1.

***

2.
Below is 2 unconnected molecules or ions with the total composition C3H12N3O in a non-equilibrium geometry, with properties calculated with ωB97M-V/def2-TZVPD.

Geometry as XYZ:
```
19
Properties=species:S:1:pos:R:3:lowdin_charge:R:1
C 0.53216 2.43322 1.24825 -0.057
O 0.78930 2.08459 -0.16423 -0.169
H 1.70344 2.34424 -0.33700 0.098
H 0.09131 1.57531 1.74945 0.069
H -0.12448 3.17456 0.92823 0.070
H 1.45886 2.62442 1.84593 0.112
C 1.06191 -1.13593 0.83211 -0.046
C -0.89637 -0.96656 -0.84890 -0.281
N 0.23702 -0.52890 -0.23325 0.047
N -1.66431 -2.06211 -0.29880 0.157
N -1.28865 -0.36433 -2.03917 0.212
H 0.48949 0.39244 -0.29517 0.022
H 2.11261 -0.85002 0.87505 0.098
H 1.13125 -2.23572 0.64950 0.088
H -1.07135 -2.86206 0.07343 0.138
H -2.25817 -2.44504 -1.03910 0.108
H -0.74800 0.42996 -2.38328 0.137
H -2.15819 -0.39209 -2.43006 0.082
H 0.60217 -1.21597 1.86700 0.114
```

As for the HOMO-LUMO gap: 11.43 eV. The energy above the lowest of the compared OMol25 structures with the same formula, charge and spin comes out at 59.4 kcal/mol. The value obtained for the highest occupied orbital energy is -0.5341 Eh. The spin multiplicity is 1. The net charge is +1.